No. 1
The following is a DFT calculation (wB97M-V/def2-TZVPD) of C10H13FN2 in the gas phase.

Structure (XYZ):
```
26
Properties=species:S:1:pos:R:3:forces:R:3:nbo_charge:R:1
C 1.397798 -0.167514 0.985676 -2.940 1.360 -1.469 -0.279
C -1.360876 -0.590435 -0.248850 1.576 -3.768 -1.438 -0.223
C 0.394205 0.749531 0.826448 2.869 -1.213 -0.026 0.148
C -0.917490 0.519544 0.297308 -2.220 0.366 -1.070 0.084
C -0.646598 2.601053 1.035097 -0.007 0.556 0.264 0.462
C 1.186951 -1.519102 0.543322 0.330 -2.995 0.517 0.095
C 0.471419 -1.744717 -0.758378 -2.261 3.454 0.359 0.136
C -0.950924 3.996650 1.442043 0.952 0.054 -1.648 -0.667
C 1.042728 -0.951349 -1.999533 -0.312 -2.783 -0.764 -0.659
C 0.063535 -3.141590 -1.006964 -4.607 -0.016 0.171 -0.672
N 0.510231 2.060535 1.172538 0.755 1.086 1.316 -0.526
N -1.561755 1.805000 0.454521 -1.536 -1.448 -0.320 -0.624
F 0.379048 -2.189856 1.528700 -0.052 -0.073 0.196 -0.402
H 2.304811 0.056868 1.399064 1.993 0.950 1.094 0.219
H -2.305899 -1.176223 -0.552700 1.598 1.776 0.424 0.230
H 2.132206 -2.165770 0.637369 -0.881 1.062 -0.671 0.183
H -0.560686 4.144317 2.481674 -0.807 0.186 -0.993 0.261
H -2.037131 4.136293 1.206927 1.039 0.622 0.748 0.218
H -0.267820 4.540600 0.682323 -1.327 -0.059 1.449 0.251
H 2.122114 -0.731585 -1.893067 -0.444 -0.341 -0.007 0.222
H 0.551579 0.021223 -2.145686 -0.078 -0.597 -0.181 0.240
H 0.895599 -1.759543 -2.914365 0.388 2.617 1.924 0.210
H 0.916759 -3.706730 -1.133588 1.847 -1.714 -0.029 0.215
H -0.544329 -3.241964 -1.953384 0.778 0.340 0.686 0.213
H -0.693890 -3.569779 -0.217506 2.022 0.780 -1.135 0.244
H -2.521585 2.024543 0.131011 1.324 -0.200 0.604 0.421
```
Positions in Å, forces in eV/Å.

Results
Relative energy (zero: lowest compared OMol25 entry of this formula, charge and spin), kJ/mol: 404.8
F_max, hartree/bohr: 0.0897
Lowest unoccupied orbital energy (spin up / spin down), eV: 0.31 / 0.31
Net charge: 0
HOMO-LUMO gap (spin up / spin down), eV: 7.84 / 7.84

***

No. 2
The following is a DFT calculation (wB97M-V/def2-TZVPD) of 12 unconnected molecules or ions with the total composition C30H54Cl4F18N3O14.

Structure (XYZ):
```
123
Properties=species:S:1:pos:R:3:forces:R:3:mulliken_charge:R:1
N -0.577997 -0.538653 4.973230 -0.346 0.076 0.626 0.019
H -0.231637 -0.022913 5.769560 -0.120 -0.121 0.429 0.432
H -0.446107 0.037777 4.154430 0.820 1.860 -2.862 -0.124
H -1.585447 -0.584983 4.918340 -0.294 -0.610 0.759 0.449
H -0.090547 -1.408753 4.813760 0.067 -0.905 0.273 0.269
N -3.137077 1.645387 1.863900 -0.809 0.097 0.499 -0.034
H -2.207517 1.676737 2.257640 1.834 0.281 0.891 0.177
H -3.781477 1.264067 2.541720 -0.254 0.242 0.116 0.396
H -2.934707 0.932627 1.177520 0.161 -1.451 -2.127 -0.001
H -3.462897 2.494167 1.423990 -0.085 0.406 -0.239 0.358
N -2.898067 -2.680953 0.852760 -0.617 -1.112 0.963 0.118
H -1.942857 -2.948153 1.043240 0.597 0.065 0.174 0.243
H -2.873777 -1.803453 0.353250 0.713 2.151 -1.229 0.084
H -3.406737 -2.528833 1.711960 -0.154 -0.186 0.195 0.449
H -3.288367 -3.443273 0.317370 -0.464 -0.291 -0.545 0.460
O -2.154077 -0.211893 -0.132420 0.430 0.095 1.977 -1.070
C -0.747087 0.021257 0.129900 -0.811 -0.391 0.078 1.194
C -0.124427 -0.124083 1.632530 -1.620 1.055 -0.240 1.251
O -0.542927 0.853617 2.605820 -0.267 -0.934 -0.256 -1.122
H -0.504467 0.989927 -0.307020 0.248 0.690 0.468 -0.356
H -0.242927 -0.645503 -0.569640 0.732 -0.543 0.322 -0.511
H 0.962433 -0.204643 1.651080 0.404 0.419 -0.717 -0.518
H -0.401117 -1.121643 1.973720 -0.507 -0.729 0.084 -0.263
C -0.001497 -7.861323 -0.339880 -0.332 0.691 0.698 -1.399
C -0.448777 -6.483293 0.126790 0.031 -0.392 0.618 0.248
O 0.620213 -5.595133 -0.179040 1.485 3.984 -0.426 -0.205
C 0.514723 -4.248793 0.069790 -2.456 -2.022 1.784 0.134
O -0.433197 -3.704113 0.647530 2.214 -1.393 -1.379 -0.825
C 1.698683 -3.378823 -0.343710 1.499 1.334 0.092 0.889
F 1.304153 -2.503193 -1.270780 -0.117 -0.416 -0.502 -0.145
F 2.116643 -2.551803 0.684830 -0.376 -1.661 -0.579 -0.132
F 2.740993 -4.070163 -0.812690 -0.638 0.353 0.494 -0.276
H 0.754103 -8.193943 0.371840 0.205 -0.100 -0.283 0.353
H 0.409223 -7.817473 -1.348580 -0.341 -0.356 0.019 0.362
H -0.866637 -8.504563 -0.178990 0.112 -0.272 -0.592 0.411
H -0.487437 -6.519393 1.215510 -0.616 0.201 0.019 0.098
H -1.361377 -6.080143 -0.312240 -0.093 -0.239 0.045 0.090
C -0.860287 -1.908293 -3.766670 -0.640 -0.332 -0.416 -1.412
C -1.543907 -2.741693 -2.651440 0.679 2.482 -1.297 1.082
O -2.062277 -3.921513 -3.273240 0.357 -1.211 0.035 -0.378
C -2.840937 -4.749053 -2.627020 -2.031 0.754 2.883 0.266
O -3.377277 -4.549093 -1.517740 1.668 -0.316 -2.180 -0.597
C -3.203707 -6.067193 -3.386640 1.372 0.781 0.053 0.921
F -2.088247 -6.638513 -3.822620 0.985 -0.386 -0.018 -0.262
F -3.822747 -6.914843 -2.615570 -0.533 -0.425 0.887 -0.228
F -3.929867 -5.817543 -4.432370 -1.213 0.609 -1.171 -0.246
H -0.312427 -1.066853 -3.342500 -0.089 -0.077 0.147 0.020
H -1.638517 -1.522483 -4.425150 -0.048 0.242 0.033 0.500
H -0.204037 -2.448143 -4.449310 0.206 -0.353 0.437 0.529
H -2.344977 -2.072833 -2.336780 -0.211 -0.523 0.602 0.098
H -0.778097 -2.825083 -1.880280 -0.656 -1.077 0.209 -0.489
C 3.226673 -1.558583 3.529850 -0.578 -0.194 -0.099 -0.385
C 3.197673 -2.465263 4.761450 0.219 1.914 0.325 -0.567
O 2.720473 -3.738183 4.379810 -1.149 -1.992 -0.194 -0.279
C 1.416133 -4.029933 4.450550 0.609 2.625 0.494 0.334
O 0.550973 -3.240993 4.812100 0.828 -1.119 -0.627 -0.724
C 1.078253 -5.492553 4.128950 0.293 0.430 -0.411 0.896
F 1.988703 -6.109373 3.353540 -0.883 0.454 0.374 -0.238
F 1.050193 -6.092283 5.317520 -0.559 -0.441 -0.432 -0.233
F -0.133887 -5.491613 3.504620 1.063 -0.599 0.700 -0.231
H 3.489123 -0.515373 3.705760 0.380 -0.184 0.360 0.425
H 2.212083 -1.506463 3.134910 -0.158 -0.088 -0.134 -0.201
H 3.843733 -1.976003 2.734180 0.162 0.058 0.164 0.321
H 2.575753 -2.042773 5.550640 -0.363 -0.054 -0.128 0.301
H 4.166033 -2.559923 5.252800 0.103 -0.538 -0.462 0.404
C 0.779493 1.680887 -3.933140 -0.732 -0.301 0.337 -0.275
C 0.665983 2.916587 -4.833200 -0.272 -0.157 1.127 -0.527
O 1.576503 2.676547 -5.894380 0.200 0.532 -1.160 -0.215
C 1.370403 3.341697 -7.027130 -3.281 2.184 -0.505 0.278
O 0.437463 4.114867 -7.327370 2.648 -2.409 1.422 -0.560
C 2.464903 3.102507 -8.037340 0.469 -0.665 0.230 0.902
F 3.347283 2.224047 -7.545530 0.167 -0.263 -0.468 -0.254
F 1.965733 2.627297 -9.190700 0.426 0.459 0.453 -0.242
F 3.114773 4.247547 -8.213900 -0.006 0.163 -0.621 -0.239
H 1.735193 1.526817 -3.432130 0.383 0.248 -0.621 0.302
H 0.489153 0.787347 -4.485750 0.356 0.000 -0.309 0.345
H 0.102773 1.631777 -3.080050 -0.466 0.727 -0.042 -0.074
H 0.964563 3.833307 -4.324710 0.219 0.002 0.112 0.264
H -0.324457 3.131787 -5.234210 0.017 -0.480 0.066 0.348
C 2.695303 3.010497 2.776760 -0.792 -0.471 0.289 -0.520
C 1.577713 3.465147 3.764790 0.499 0.917 -2.190 0.150
O 2.097953 4.359917 4.797500 -0.424 -0.468 0.725 -0.331
C 2.612423 5.549647 4.482780 0.669 -1.258 -5.684 0.375
O 2.828993 5.945917 3.300420 -1.004 -1.084 4.576 -0.551
C 3.011583 6.362797 5.682780 -0.785 -1.036 0.762 0.864
F 4.255653 6.727787 5.590570 1.013 0.645 -0.012 -0.229
F 2.187583 7.388507 5.651330 -0.269 1.250 0.539 -0.242
F 2.855023 5.715907 6.866770 -0.013 0.305 -0.644 -0.258
H 2.379233 2.077297 2.310560 -0.364 -0.128 0.037 -0.309
H 3.577643 2.720027 3.347020 0.182 0.371 0.020 0.535
H 2.944183 3.650997 1.930640 0.010 0.398 0.586 0.384
H 1.004253 2.580827 4.042660 0.744 -0.059 1.583 -0.078
H 0.739333 3.992877 3.310130 0.422 0.517 -0.631 0.153
C -0.169477 4.671107 0.421380 0.592 -0.630 0.710 -1.178
C -0.715017 4.322417 -0.972380 2.169 -0.515 2.041 0.940
O -1.793127 5.163797 -1.159400 -4.080 1.255 -0.081 -0.324
C -3.058547 4.920567 -0.680020 1.835 -3.081 -0.153 0.446
O -3.492977 3.805167 -0.328510 1.256 3.182 -0.535 -0.608
C -3.967187 6.172307 -0.737830 0.590 0.237 0.816 0.822
F -3.342387 7.263977 -1.200470 -0.188 -0.487 0.898 -0.223
F -4.942817 5.905037 -1.536790 -1.508 -0.441 -1.470 -0.227
F -4.533357 6.369257 0.483680 0.988 0.311 -0.480 -0.253
H -0.908237 4.469977 1.197180 -0.267 0.014 -0.041 0.342
H 0.205783 5.680687 0.588830 -0.377 0.239 -0.594 0.417
H 0.686983 4.058307 0.702550 0.034 -0.365 -0.288 0.146
H -0.910207 3.250607 -1.007470 -0.463 0.079 -0.239 -0.551
H 0.076713 4.573887 -1.678090 -0.491 0.037 -0.416 0.195
Cl 5.766433 0.627537 -0.136280 0.428 -0.191 -0.040 -0.210
C 4.341143 -0.082653 -0.963910 0.747 0.880 0.372 -0.426
C 3.119513 0.622007 -0.346380 0.276 -1.033 -1.079 0.612
Cl 3.081453 2.393897 -0.717890 -0.090 -0.948 0.119 -0.155
H 4.435243 -1.159663 -0.824980 -0.629 0.052 0.467 0.269
H 4.513633 0.059737 -2.030720 -0.439 0.439 0.059 0.433
H 3.112333 0.452557 0.730340 -0.005 0.322 -0.106 -0.032
H 2.257983 0.126207 -0.793660 -0.395 0.445 0.125 -0.510
Cl -2.738187 2.314167 -4.321420 -0.070 -0.088 -0.240 -0.188
C -2.919787 1.321637 -2.862260 -0.220 0.387 1.237 1.782
C -4.376377 1.321037 -2.363330 0.580 0.458 0.023 -0.178
Cl -5.431567 0.707357 -3.613520 -0.715 -0.648 -0.562 -0.213
H -2.294377 1.815637 -2.118680 -0.150 -0.135 0.166 -0.925
H -2.493597 0.326697 -2.990950 -0.335 0.069 -0.300 -0.704
H -4.747617 2.324417 -2.154710 0.411 0.075 -0.028 0.224
H -4.533657 0.737987 -1.455910 0.450 -0.174 -0.145 0.152
```
Positions in Å, forces in eV/Å.

Results
Relative energy (zero: lowest compared OMol25 entry of this formula, charge and spin), kJ/mol: 382.5
F_max, hartree/bohr: 0.1140
Lowest unoccupied orbital energy, eV: -3.19
Net charge: +1
HOMO-LUMO gap, eV: 7.33

***

No. 3
The following is a DFT calculation (wB97M-V/def2-TZVPD) of C4H7NO2 in the gas phase.

Structure (XYZ):
```
14
Properties=species:S:1:pos:R:3:forces:R:3:nbo_charge:R:1
N 2.042553 0.593418 1.536060 -0.044 0.093 -0.028 -0.831
C 0.774610 0.518322 1.034380 -0.044 0.044 -0.017 0.680
O -0.053602 1.393268 1.199457 0.252 -0.390 -0.103 -0.607
C 0.501417 -0.797677 0.281050 -0.060 -0.070 -0.065 -0.588
C -0.802819 -0.851744 -0.400837 -0.327 -0.232 0.759 0.114
C -1.959457 0.385337 -1.911878 -0.836 0.437 -0.083 -0.104
O -0.876503 -0.291232 -1.599112 0.900 -0.105 -0.721 -0.411
H 2.329780 1.457656 1.966147 -0.013 -0.058 -0.016 0.404
H 2.750567 -0.066387 1.260196 -0.101 0.084 0.046 0.392
H 0.554400 -1.619087 1.001753 0.169 0.069 0.009 0.239
H 1.285449 -0.941069 -0.470337 0.076 -0.036 0.134 0.232
H -1.754404 -0.924745 0.119902 0.200 0.031 0.150 0.156
H -2.547249 0.700800 -1.064121 -0.360 0.110 -0.216 0.157
H -2.244742 0.443139 -2.952654 0.188 0.023 0.152 0.169
```
Positions in Å, forces in eV/Å.

Results
Relative energy (zero: lowest compared OMol25 entry of this formula, charge and spin), kJ/mol: 368.2
F_max, hartree/bohr: 0.0225
Lowest unoccupied orbital energy (spin up / spin down), eV: 0.86 / 0.82
Net charge: 0
HOMO-LUMO gap (spin up / spin down), eV: 8.34 / 8.26